C5H6NO | the ωB97M-V functional and the def2-TZVPD basis

Computed properties:
Molecular weight   96.1 g mol⁻¹
HOMO-LUMO gap (alpha / beta)   0.277 / 0.273 Eh
E_LUMO (alpha / beta)   -4.608 / -8.402 eV
HOMO energy (alpha / beta)   -0.4463 / -0.5817 Eh
Total charge   +1
E   -8802.96778 eV
Spin multiplicity   3

The geometry in XYZ format:
```
13
Properties=species:S:1:pos:R:3:forces:R:3
C 0.329 2.294 2.355 4.0 7.8 4.0
C 0.014 1.238 1.932 -3.1 -7.4 -3.1
C -0.192 -1.862 0.130 1.5 -1.7 -0.1
C -1.593 -0.333 1.100 4.6 0.2 -3.5
C -0.343 0.286 -1.024 2.5 -0.9 0.5
N -0.770 -0.677 0.063 -1.8 0.6 -0.8
O -2.635 -0.395 1.484 -3.7 0.0 2.0
H 1.017 2.975 2.859 -0.8 0.1 -0.4
H 0.662 -2.257 -0.486 -1.1 1.2 0.5
H -0.505 -2.453 0.957 -0.1 -0.6 0.4
H -0.839 1.254 -1.050 -0.4 -0.4 0.3
H -0.399 -0.268 -2.025 0.0 0.8 1.7
H 0.743 0.429 -0.658 -1.5 0.3 -1.4
```
Positions in Å, forces in eV/Å.

=====

CH10NO6 | the ωB97M-V functional and the def2-TZVPD basis

Computed properties:
Molecular weight   132.1 g mol⁻¹
HOMO-LUMO gap   0.339 Eh
E_LUMO   3.560 eV
HOMO energy   -0.2081 Eh
Total charge   -1
E   -14977.82372 eV

The geometry in XYZ format:
```
18
Properties=species:S:1:pos:R:3:forces:R:3
N -0.944 1.034 1.152 -0.2 0.7 0.2
C -0.325 0.208 0.182 -0.3 0.1 -0.2
O -0.874 -0.906 -0.032 0.1 0.0 0.2
O 0.712 0.651 -0.361 0.2 0.1 -0.1
H -1.866 0.770 1.446 -0.2 -0.5 -0.1
H -0.963 2.030 0.956 0.6 -0.2 -0.1
H -2.583 -0.819 0.348 0.1 -0.6 0.0
H -3.832 -1.016 1.316 0.3 0.0 0.1
O -3.537 -1.066 0.407 -0.4 0.2 -0.3
H 3.518 0.028 -1.099 -0.2 -0.1 0.2
H 3.253 -0.795 0.156 -0.2 0.2 -0.1
O 3.939 -0.583 -0.484 0.3 0.0 -0.1
H 0.646 2.465 -0.458 -0.6 -0.4 0.6
H 1.127 3.816 -0.734 -0.2 0.5 0.2
O 0.413 3.400 -0.234 0.8 -0.2 -0.8
H 1.211 -3.154 -0.828 0.0 0.0 -0.1
H -0.200 -2.626 -0.756 0.0 0.0 0.0
O 0.305 -3.437 -0.975 -0.1 0.2 0.1
```
Positions in Å, forces in eV/Å.

=====

C3H3F | the ωB97M-V functional and the def2-TZVPD basis

Computed properties:
Molecular weight   58.1 g mol⁻¹
HOMO-LUMO gap   0.337 Eh
E_LUMO   -0.229 eV
HOMO energy   -0.3456 Eh
E   -5870.43727 eV

The geometry in XYZ format:
```
7
Properties=species:S:1:pos:R:3:forces:R:3
C -0.370 1.294 0.940 0.0 0.4 -1.7
C 0.238 1.217 -0.138 -3.3 0.8 5.9
C 0.448 -1.559 -0.970 1.2 0.6 -0.9
F -0.624 -2.158 -0.647 -1.5 -0.9 0.4
H -1.099 1.446 1.813 1.8 -0.3 -1.8
H 0.738 -1.035 -0.052 0.3 -0.2 0.6
H 0.668 0.796 -0.945 1.5 -0.5 -2.5
```
Positions in Å, forces in eV/Å.

=====

C3H4CoO4 | the ωB97M-V functional and the def2-TZVPD basis

Computed properties:
Molecular weight   163.0 g mol⁻¹
HOMO-LUMO gap (alpha / beta)   0.299 / 0.155 Eh
E_LUMO (alpha / beta)   -4.753 / -8.988 eV
HOMO energy (alpha / beta)   -0.4734 / -0.4851 Eh
Total charge   +1
E   -48981.49295 eV
Spin multiplicity   5

The geometry in XYZ format:
```
12
Properties=species:S:1:pos:R:3:forces:R:3
C 1.550 1.237 0.919 3.0 3.0 2.7
C 0.703 0.717 0.031 -2.5 -3.3 -3.0
O 0.504 -0.656 0.048 2.6 3.7 1.7
C -0.599 -1.164 -0.484 -2.2 -1.6 -0.9
O -1.448 -0.441 -1.074 1.8 1.6 0.4
O -0.797 -2.399 -0.329 1.8 1.2 0.5
O 1.870 2.551 0.887 -1.4 -2.9 -0.8
Co -2.494 -2.015 -1.156 -4.3 -2.2 -1.1
H 2.010 0.621 1.695 -0.1 0.1 -0.2
H 0.220 1.273 -0.770 -0.2 0.0 0.2
H 2.546 2.750 1.540 0.4 0.2 0.5
H -4.066 -2.473 -1.307 0.9 0.3 0.0
```
Positions in Å, forces in eV/Å.

=====

C7H13N3O5 | the ωB97M-V functional and the def2-TZVPD basis

Computed properties:
Molecular weight   219.2 g mol⁻¹
HOMO-LUMO gap   0.377 Eh
E_LUMO   0.314 eV
HOMO energy   -0.3654 Eh
SMILES   NC(=O)C[C@H](NC(=O)[C@@H](N)CO)C(=O)O
E   -22176.51050 eV

The geometry in XYZ format:
```
28
Properties=species:S:1:pos:R:3:forces:R:3
C 2.446 0.038 0.420 1.1 -2.0 -0.6
C 0.968 -0.200 0.133 -0.2 1.9 -0.5
C 3.106 0.917 -0.623 0.5 1.2 -3.1
C -1.222 0.723 -0.170 -1.2 -0.8 1.2
C -1.826 2.144 -0.021 -0.9 2.4 2.9
C -1.911 -0.544 0.722 3.1 2.0 1.1
C -2.948 -1.011 -0.153 -0.5 0.1 -2.6
H 3.417 -1.603 1.283 -0.7 0.7 -2.5
H 2.134 -1.993 0.088 3.7 2.2 0.5
H 2.653 0.362 1.420 -0.3 0.8 0.5
H 2.693 2.004 -0.593 1.4 -1.6 0.3
H 2.804 0.598 -1.726 0.3 0.2 2.3
H 4.927 -0.100 -0.711 -1.6 2.4 0.4
H 0.367 1.797 0.454 0.4 -0.8 -0.3
H -1.417 0.469 -1.189 0.2 -0.5 -0.7
H -1.068 -1.279 1.036 -1.9 1.2 -0.8
H -2.372 -0.193 1.651 0.0 0.4 -0.1
H -2.522 -3.012 0.342 -1.5 1.6 -1.3
H -4.060 -2.680 -0.590 1.8 0.3 0.3
H -3.589 1.491 -0.492 0.4 0.4 0.7
N 3.111 -1.282 0.280 -2.9 -3.5 2.1
N 0.158 0.851 0.091 0.5 2.5 1.2
N -3.111 -2.352 -0.265 -1.1 -1.4 0.9
O 0.475 -1.252 -0.201 0.9 -2.4 -0.4
O 4.598 0.872 -0.593 -1.3 -1.5 0.2
O -1.122 3.119 0.318 -1.7 -2.9 -1.4
O -3.474 -0.161 -0.919 -0.8 -2.2 1.1
O -3.216 2.278 0.009 2.5 -0.8 -1.2
```
Positions in Å, forces in eV/Å.

=====

C5H16O2 | the ωB97M-V functional and the def2-TZVPD basis

Computed properties:
Molecular weight   108.2 g mol⁻¹
HOMO-LUMO gap   0.418 Eh
E_LUMO   0.791 eV
HOMO energy   -0.3890 Eh
SMILES   CCCCC.O.O
E   -9538.85012 eV

The geometry in XYZ format:
```
23
Properties=species:S:1:pos:R:3:forces:R:3
C 2.647 -0.548 -1.170 -1.7 -1.2 0.3
C 1.223 -1.346 -0.966 2.4 1.9 0.1
C 0.146 -0.389 -0.459 -1.0 -1.1 1.3
C 0.490 0.066 0.994 0.7 1.2 0.8
C -0.444 -0.538 2.052 -0.3 -0.7 -1.7
H 3.191 -1.108 -1.932 0.2 0.3 0.1
H 3.217 -0.554 -0.234 -0.1 0.0 -0.3
H 2.467 0.489 -1.476 0.0 -0.3 -0.1
H 1.430 -2.155 -0.240 -0.4 0.4 -0.2
H 1.000 -1.808 -1.907 -0.4 -0.2 -0.5
H -0.153 0.484 -1.052 0.8 -0.3 -0.4
H -0.808 -1.005 -0.437 0.8 0.7 0.3
H 1.548 -0.027 1.308 -0.2 -1.1 -0.6
H 0.513 1.166 1.128 -0.9 -0.2 -0.5
H -0.251 -0.266 3.073 0.2 0.2 0.4
H -1.439 -0.209 1.727 -0.1 -0.1 0.5
H -0.423 -1.646 1.936 0.0 0.6 0.3
H 1.538 3.655 -2.518 0.0 0.0 0.1
H 1.087 3.522 -1.053 0.1 0.1 0.0
O 0.953 3.163 -1.934 0.0 -0.1 -0.1
H -3.795 -0.836 2.015 0.0 0.0 0.0
H -4.702 -1.791 1.242 0.0 0.0 0.0
O -4.548 -0.857 1.414 0.0 0.0 0.0
```
Positions in Å, forces in eV/Å.

=====

C3H4DyO2 | the ωB97M-V functional and the def2-TZVPD basis

Computed properties:
Molecular weight   234.6 g mol⁻¹
HOMO-LUMO gap (alpha / beta)   0.173 / 0.177 Eh
E_LUMO (alpha / beta)   -7.055 / -7.245 eV
HOMO energy (alpha / beta)   -0.4322 / -0.4428 Eh
Total charge   +1
E   -31339.82783 eV
Spin multiplicity   6

The geometry in XYZ format:
```
10
Properties=species:S:1:pos:R:3:forces:R:3
O 0.840 -1.448 -0.562 0.7 0.8 -0.2
Dy 1.417 0.751 -0.886 -1.5 -1.3 0.0
C -0.329 -1.485 -0.120 -0.4 -0.6 0.1
O -0.751 -0.127 -0.022 1.1 1.4 -0.4
C -2.078 0.166 0.395 -0.8 -0.3 0.3
H -2.245 -0.280 1.382 -0.1 0.1 -0.3
H -2.205 1.253 0.452 0.2 -0.3 0.0
H -2.783 -0.253 -0.332 0.1 0.1 0.3
C 3.788 0.290 -0.387 0.5 0.3 0.1
H 4.346 1.134 0.078 0.2 -0.3 0.1
```
Positions in Å, forces in eV/Å.

=====

CH4N3O2S | the ωB97M-V functional and the def2-TZVPD basis

Computed properties:
Molecular weight   122.1 g mol⁻¹
HOMO-LUMO gap   0.384 Eh
E_LUMO   -4.988 eV
HOMO energy   -0.5677 Eh
SMILES   N/C=[NH+]/N=S(=O)=O
Total charge   +1
E   -20491.83570 eV

The geometry in XYZ format:
```
11
Properties=species:S:1:pos:R:3:forces:R:3
C -0.017 -0.521 -0.330 0.0 -2.6 -1.7
N -1.424 -1.065 -2.298 0.2 1.9 1.2
N 0.519 0.277 0.552 -0.7 0.3 1.8
N -1.036 -0.152 -1.093 0.5 -2.6 -1.6
O -2.686 -0.528 -4.528 0.4 -0.7 0.2
O -2.163 1.271 -2.892 -0.1 0.0 -0.5
S -2.104 -0.090 -3.325 0.3 0.5 1.3
H 0.341 -1.586 -0.512 -0.2 1.6 0.3
H 1.193 -0.063 1.301 -1.3 0.6 -1.5
H -0.194 0.990 0.809 1.5 0.0 0.3
H -1.275 0.802 -1.236 -0.4 1.1 0.1
```
Positions in Å, forces in eV/Å.